1.
H26O13 | ωB97M-V/def2-TZVPD

Structure (XYZ):
```
39
Properties=species:S:1:pos:R:3
O -2.95 -4.06 0.56
O 4.00 2.47 -1.96
O 3.19 3.30 1.19
O 2.61 -0.72 2.14
O -4.48 -0.21 0.68
O -0.02 4.62 1.00
O 1.59 -1.30 -1.62
O 3.75 -3.09 -0.29
O 0.49 -4.42 -0.79
O -4.17 3.73 -1.70
O -2.58 -0.40 -1.07
O -0.21 -0.02 -0.32
O -1.11 0.21 2.01
H -4.87 -0.14 1.56
H -3.32 -3.55 -0.17
H 3.78 3.57 0.48
H 0.55 0.06 0.26
H -0.37 5.18 0.30
H -2.70 -3.38 1.20
H 2.94 2.39 0.96
H 3.22 -0.88 2.88
H -2.15 -0.42 -1.93
H -3.97 -1.03 0.72
H -3.35 3.42 -2.12
H -1.25 -0.56 1.44
H 0.38 -4.58 0.15
H -3.87 4.30 -0.99
H 3.48 2.52 -1.15
H -0.79 4.13 1.31
H -1.48 -0.06 2.85
H 0.98 -0.75 -1.13
H 4.03 1.53 -2.16
H -0.41 -4.29 -1.11
H 2.79 -3.16 -0.31
H 4.06 -3.98 -0.53
H 2.44 -0.85 -1.54
H 3.09 -1.05 1.37
H -0.92 0.44 0.14
H -3.13 0.39 -1.09
```

Values from the calculation:
- Frontier orbital gap: 10.650 eV
- ΔE to the lowest compared entry with this formula, charge and spin: 78.9 kcal per mole
- E_HOMO: -10.95 eV
- LUMO: -0.3 eV

Results of the Mulliken charge analysis, in e, for atoms 1 through 2:
1. O -0.61
2. O -0.61

=====

2.
C7H12N2O3S | ωB97M-V/def2-TZVPD

Structure (XYZ):
```
25
Properties=species:S:1:pos:R:3
S -1.99 1.31 -0.13
O -2.41 1.30 1.25
O -2.96 0.93 -1.13
O -1.00 2.29 -0.54
N -1.54 -1.39 0.03
N 0.43 -0.56 -0.54
C -2.91 -1.50 0.35
C 1.37 0.53 -0.78
C 2.22 0.75 0.53
C 0.57 -1.95 -0.63
C 2.81 2.14 0.62
C -0.94 -0.25 -0.19
C -0.65 -2.43 -0.30
H 2.02 0.17 -1.47
H 3.04 0.01 0.48
H 0.74 1.38 -0.86
H -3.27 -0.66 0.94
H 3.43 2.28 1.51
H 3.52 2.23 -0.22
H -3.65 -1.76 -0.51
H 1.43 -2.49 -0.88
H 2.01 2.97 0.61
H -3.02 -2.44 0.97
H 1.56 0.65 1.29
H -0.81 -3.54 -0.40
```

Values from the calculation:
- Frontier orbital gap: 10.435 eV
- ΔE to the lowest compared entry with this formula, charge and spin: 49.3 kcal per mole
- E_HOMO: -9.91 eV
- LUMO: 0.5 eV

Results of the Mulliken charge analysis, in e, for atoms 1 through 2:
1. S 1.16
2. O -0.62

=====

3.
C6H10O | ωB97M-V/def2-TZVPD

Structure (XYZ):
```
17
Properties=species:S:1:pos:R:3
O -1.01 1.50 1.14
C -0.68 0.37 -1.18
C 0.46 -0.06 -0.20
C -1.20 -1.42 1.11
C 0.00 -1.27 0.55
C 1.97 0.03 -0.42
C -0.28 1.23 -0.02
H 0.30 2.08 -0.37
H -1.56 -2.38 1.46
H -0.60 0.82 -2.16
H 2.24 0.61 -1.31
H -1.79 1.99 0.88
H 2.43 -0.96 -0.53
H -1.87 -0.57 1.22
H 2.45 0.51 0.44
H -1.51 -0.34 -1.10
H 0.67 -2.13 0.49
```

Values from the calculation:
- Frontier orbital gap: 9.881 eV
- ΔE to the lowest compared entry with this formula, charge and spin: 38.9 kcal per mole
- E_HOMO: -8.98 eV
- LUMO: 0.9 eV

Results of the Mulliken charge analysis, in e, for atoms 1 through 2:
1. O -0.52
2. C -1.04

=====

4.
C4H13N3O | ωB97M-V/def2-TZVPD

Structure (XYZ):
```
21
Properties=species:S:1:pos:R:3
O -0.20 0.08 0.01
N -0.10 0.01 2.79
N 0.92 1.82 1.74
N -1.36 -2.26 -2.64
C -0.43 -0.32 -1.31
C -1.15 -1.72 -1.28
C 0.66 0.49 1.77
C 1.61 2.26 0.49
H -0.52 -2.50 -3.14
H -2.14 -1.65 -0.73
H -0.83 0.70 2.96
H 1.37 -0.24 1.36
H 0.92 2.50 -0.35
H -0.45 -0.85 2.41
H -1.01 0.39 -1.89
H -2.05 -3.03 -2.71
H 0.55 -0.45 -1.78
H 0.28 2.50 2.13
H 2.30 1.48 0.16
H 2.16 3.22 0.66
H -0.53 -2.43 -0.65
```

Values from the calculation:
- Frontier orbital gap: 8.359 eV
- ΔE to the lowest compared entry with this formula, charge and spin: 86.3 kcal per mole
- E_HOMO: -7.51 eV
- LUMO: 0.8 eV

Results of the Mulliken charge analysis, in e, for atoms 1 through 2:
1. O -0.58
2. N -0.54

=====

5.
C2H2IrLiO2 | ωB97M-V/def2-TZVPD

Structure (XYZ):
```
8
Properties=species:S:1:pos:R:3
Ir 0.15 2.12 -2.27
O -0.56 -0.67 1.01
O 1.09 -0.08 -1.01
C -0.84 0.27 0.25
C -0.06 0.44 -1.04
Li 1.05 -1.70 0.33
H 0.73 -1.45 2.17
H -1.55 1.06 0.56
```

Values from the calculation:
- Charge: +2
- Frontier orbital gap (alpha / beta): 7.493 / 7.716 eV
- 2S+1: 5
- ΔE to the lowest compared entry with this formula, charge and spin: 47.9 kcal per mole
- E_HOMO (alpha / beta): -18.89 / -20.44 eV
- LUMO (alpha / beta): -11.4 / -12.7 eV

Results of the Mulliken charge analysis, in e, for atoms 1 through 2:
1. Ir 1.21
2. O -0.47

=====

6.
C5H7N3 | ωB97M-V/def2-TZVPD

Structure (XYZ):
```
15
Properties=species:S:1:pos:R:3
N -1.54 0.40 -1.06
N 0.02 0.91 0.50
N 1.95 -1.78 -0.71
C 1.86 -0.61 -0.39
C 0.90 1.76 -0.28
C -0.90 0.02 -0.12
C -1.17 -1.30 0.57
C 1.47 0.57 0.48
H -0.46 -2.22 0.31
H -2.28 -0.14 -1.34
H -2.35 -1.59 0.40
H -1.30 -1.08 1.66
H 0.81 1.74 -1.42
H 2.11 0.49 1.36
H 0.89 2.84 0.05
```

Values from the calculation:
- Frontier orbital gap: 10.757 eV
- ΔE to the lowest compared entry with this formula, charge and spin: 89.4 kcal per mole
- E_HOMO: -10.02 eV
- LUMO: 0.7 eV

Results of the Mulliken charge analysis, in e, for atoms 1 through 2:
1. N -0.62
2. N -0.17